1.
The following is a DFT calculation (ωB97M-V with the def2-TZVPD basis set) of a molecular structure, C24H30CrN6OS2.

Positions of all 64 atoms, in Å:
Cr: 0.076 -1.197 0.215
S: 0.463 -1.314 3.250
S: -0.598 1.691 -1.233
O: 0.500 -2.198 1.985
N: 0.424 0.310 -1.136
N: 2.089 1.225 -2.512
N: 1.795 -1.905 -0.748
N: -1.900 -0.997 0.775
N: -3.286 -1.373 -1.066
N: -4.220 -1.113 1.030
C: 2.299 0.275 1.955
C: 0.882 2.608 2.534
C: -3.109 -1.169 0.262
C: -2.215 -1.864 -1.907
C: 1.207 5.252 -1.763
C: 2.383 4.908 -2.408
C: 2.247 -1.096 -1.729
C: 2.336 -3.113 -0.599
C: 2.677 3.573 -2.657
C: 1.764 -1.958 4.271
C: 1.125 0.235 2.709
C: 3.247 -1.484 -2.594
C: 1.532 0.227 -1.803
C: -4.143 -0.571 2.377
C: -5.388 -1.947 0.751
C: 3.346 -3.576 -1.430
C: 0.589 2.933 -1.643
C: 2.042 2.658 1.777
C: 0.316 4.263 -1.364
C: 1.771 2.598 -2.285
C: 3.803 -2.752 -2.440
C: 2.752 1.495 1.487
C: -4.436 -0.826 -1.781
C: 0.411 1.388 3.003
H: -0.501 1.335 3.583
H: -1.577 -2.552 -1.345
H: -3.572 0.357 2.378
H: -5.567 -2.601 1.605
H: 2.965 1.049 -2.976
H: 3.587 -0.843 -3.393
H: 3.601 3.300 -3.150
H: -5.152 -0.346 2.715
H: 1.500 -2.986 4.512
H: -0.601 4.529 -0.855
H: -1.613 -1.057 -2.335
H: 2.407 3.611 1.416
H: -5.085 -1.612 -2.167
H: -6.276 -1.339 0.581
H: -1.954 -1.112 1.783
H: 1.947 -3.710 0.217
H: 3.754 -4.564 -1.281
H: 1.788 -1.357 5.179
H: -5.205 -2.568 -0.121
H: 4.582 -3.085 -3.112
H: 2.714 -1.910 3.741
H: 0.341 3.516 2.760
H: 2.846 -0.636 1.739
H: 3.080 5.674 -2.718
H: 0.977 6.290 -1.569
H: -5.007 -0.177 -1.123
H: -3.702 -1.278 3.089
H: 3.666 1.550 0.911
H: -2.650 -2.435 -2.727
H: -4.073 -0.229 -2.620

Properties
HOMO level (spin up / spin down): -13.1 / -13.2 eV
E_LUMO (spin up / spin down): -5.97 / -6.09 eV
multiplicity: 5
ΔE to the lowest compared entry with this formula, charge and spin: 0.000 eV
charge: +2
gap between HOMO and LUMO (spin up / spin down): 7.151 / 7.132 eV



2.
The following is a DFT calculation (ωB97M-V with the def2-TZVPD basis set) of a molecular structure, C29H26N4O2Pd at a distorted geometry.

Positions of all 62 atoms, in Å:
Pd: 0.829 0.330 0.088
O: 1.113 -2.014 0.030
O: 0.422 -2.190 -2.119
N: 0.570 -4.845 -2.177
N: 0.575 -0.055 2.055
N: -1.137 -0.391 0.146
N: 1.046 2.355 -0.055
C: 0.051 3.289 0.006
C: -1.998 -0.519 -1.015
C: -0.733 -0.334 3.875
C: 2.714 4.080 -0.335
C: 5.645 0.805 -0.051
C: -1.591 -0.606 1.372
C: -2.750 -2.993 -0.704
C: -0.648 5.695 -0.193
C: 5.176 -0.500 -0.075
C: -5.392 -2.336 -1.231
C: 4.732 1.874 -0.010
C: 1.345 0.163 3.178
C: -0.674 -0.343 2.444
C: 0.557 -0.012 4.321
C: -1.323 2.990 0.202
C: 0.914 -4.244 -0.894
C: -2.310 3.970 0.067
C: -3.698 -4.021 -0.838
C: -5.019 -3.668 -1.055
C: -3.067 -1.639 -0.953
C: -1.960 5.296 -0.192
C: -4.419 -1.338 -1.210
C: 0.400 4.718 -0.121
C: 2.346 2.724 -0.163
C: 0.848 -2.722 -0.968
C: 1.762 5.091 -0.230
C: 3.810 -0.751 -0.101
C: 2.902 0.312 -0.074
C: 3.358 1.645 -0.123
H: -1.380 -0.671 -1.918
H: -5.773 -4.459 -1.112
H: -2.604 -1.011 1.495
H: -2.759 6.008 -0.330
H: -4.751 -0.312 -1.384
H: -2.557 0.422 -1.140
H: 2.013 6.141 -0.188
H: -0.107 -5.618 -2.101
H: 0.290 -4.595 -0.072
H: 5.853 -1.354 -0.013
H: 2.385 0.444 3.089
H: 6.738 0.989 -0.037
H: 3.771 4.267 -0.546
H: 1.407 -5.197 -2.642
H: -0.405 6.721 -0.352
H: 3.418 -1.769 -0.156
H: -1.631 1.986 0.448
H: -3.414 -5.066 -0.773
H: -1.637 -0.592 4.407
H: 0.359 -2.947 -2.768
H: 1.968 -4.492 -0.576
H: 0.874 0.067 5.365
H: -1.766 -3.252 -0.379
H: -3.348 3.689 0.153
H: 5.093 2.885 0.057
H: -6.434 -2.103 -1.428

Properties
HOMO level (spin up / spin down): -5.7 / -7.0 eV
E_LUMO (spin up / spin down): -0.14 / -0.26 eV
multiplicity: 3
gap between HOMO and LUMO (spin up / spin down): 5.614 / 6.750 eV



3.
The following is a DFT calculation (ωB97M-V with the def2-TZVPD basis set) of 2 unconnected molecules or ions with the total composition C17H30NO7PS at a distorted geometry.

Positions of all 57 atoms, in Å:
S: -2.151 -4.917 -2.226
P: -4.654 -3.128 -0.588
O: -0.594 -5.058 -2.101
O: -5.201 -3.081 -2.072
O: -3.680 -2.081 -0.247
O: -5.969 -3.038 0.333
O: -2.661 -6.032 -2.958
O: -2.472 -3.613 -2.726
O: 2.957 4.098 1.192
N: 4.288 6.372 0.000
C: 3.320 3.793 2.525
C: -0.340 -1.181 1.012
C: 1.207 0.604 0.153
C: -2.644 -5.111 -0.524
C: 1.043 1.518 -2.086
C: -4.124 -4.821 -0.288
C: -1.681 -4.331 0.410
C: 0.113 -0.234 -0.062
C: 3.170 6.561 0.930
C: 2.268 5.321 1.016
C: -0.522 -0.161 -1.307
C: 0.131 -2.619 0.737
C: -0.777 -3.334 -0.282
C: 0.046 -3.943 -1.406
C: 1.662 1.473 -0.839
C: -0.056 0.693 -2.309
C: 3.719 7.018 2.277
H: -2.261 -3.825 1.176
H: -4.753 -5.511 -0.842
H: 1.020 -4.290 -1.081
H: -2.491 -6.167 -0.331
H: 0.227 -3.173 -2.152
H: 2.549 7.371 0.539
H: -1.416 -1.145 1.161
H: -1.407 -2.568 -0.711
H: -0.563 0.709 -3.261
H: -1.061 -5.060 0.931
H: -1.398 -0.750 -1.530
H: 1.376 2.189 -2.860
H: 4.772 5.519 0.267
H: 4.298 4.208 2.779
H: 3.387 2.708 2.606
H: 3.924 6.174 -0.927
H: 0.138 -3.181 1.668
H: 2.572 4.152 3.237
H: -6.434 -2.237 0.063
H: 1.731 0.612 1.098
H: 2.495 2.134 -0.659
H: 1.147 -2.580 0.354
H: 4.116 8.030 2.195
H: -4.908 -2.278 -2.519
H: 4.534 6.381 2.623
H: 0.134 -0.878 1.944
H: 1.503 5.441 1.794
H: 1.740 5.220 0.064
H: 2.939 7.023 3.041
H: -4.309 -4.998 0.769

Properties
HOMO level: -9.0 eV
SMILES string: O=P(O)(O)C[C@@H]1C[C@@H](CCc2ccccc2)COS1(=O)=O.COC[C@@H](C)N
E_LUMO: 0.47 eV
gap between HOMO and LUMO: 9.455 eV



4.
The following is a DFT calculation (ωB97M-V with the def2-TZVPD basis set) of 2 unconnected molecules or ions with the total composition C2H3NO2 at a distorted geometry.

Positions of all 8 atoms, in Å:
O: -4.618 0.186 0.082
O: -1.985 0.632 -0.007
N: -3.746 -0.498 -0.100
C: 0.376 0.351 0.179
C: -0.833 -0.077 -0.157
H: 0.694 1.384 0.488
H: -0.944 -1.018 -0.513
H: 1.223 -0.432 0.024

Properties
HOMO level (spin up / spin down): -8.2 / -8.2 eV
E_LUMO (spin up / spin down): -1.91 / -1.91 eV
ΔE to the lowest compared entry with this formula, charge and spin: 5.373 eV
gap between HOMO and LUMO (spin up / spin down): 6.276 / 6.288 eV



5.
The following is a DFT calculation (ωB97M-V with the def2-TZVPD basis set) of 2 unconnected molecules or ions with the total composition C6H10N3 at a distorted geometry.

Positions of all 19 atoms, in Å:
N: -0.188 -1.643 0.316
N: 0.200 0.192 1.397
N: 1.560 2.534 -0.216
C: 0.006 -0.737 2.476
C: -0.815 1.441 -2.634
C: -0.169 -2.063 1.748
C: 0.452 1.125 -2.016
C: 1.009 1.966 -1.063
C: 0.067 -0.405 0.242
H: 0.581 1.062 1.343
H: 0.789 -2.680 1.916
H: -1.373 2.175 -2.063
H: -0.029 -2.368 -0.370
H: 1.080 0.487 -2.577
H: -1.413 0.652 -3.147
H: -0.656 1.857 -3.688
H: -0.975 -2.663 2.101
H: -0.915 -0.263 3.020
H: 0.792 -0.668 3.215

Properties
HOMO level (spin up / spin down): -13.3 / -13.8 eV
E_LUMO (spin up / spin down): -6.41 / -5.89 eV
ΔE to the lowest compared entry with this formula, charge and spin: 4.856 eV
charge: +1
gap between HOMO and LUMO (spin up / spin down): 6.937 / 7.923 eV



6.
The following is a DFT calculation (ωB97M-V with the def2-TZVPD basis set) of a molecular structure, C3H3O2Pb at a distorted geometry.

Positions of all 9 atoms, in Å:
Pb: 2.898 0.695 -0.136
O: 1.163 -0.091 0.428
O: -0.524 2.447 -0.054
C: -0.672 1.277 -0.013
C: 0.113 -0.933 0.075
C: -1.037 0.019 -0.222
H: 0.316 -1.552 -0.820
H: -0.167 -1.603 0.913
H: -2.090 -0.258 -0.171

Properties
HOMO level (spin up / spin down): -6.4 / -8.6 eV
E_LUMO (spin up / spin down): -0.76 / -0.70 eV
multiplicity: 2
ΔE to the lowest compared entry with this formula, charge and spin: 0.000 eV
gap between HOMO and LUMO (spin up / spin down): 5.598 / 7.932 eV



7.
The following is a DFT calculation (ωB97M-V with the def2-TZVPD basis set) of a gas-phase ion, C5H9N2 (charge +1) at a distorted geometry.

Positions of all 16 atoms, in Å:
N: 0.952 0.039 0.069
N: -1.061 -0.599 -0.899
C: -1.568 -0.421 0.499
C: 0.101 -0.721 0.928
C: 1.605 1.293 0.483
C: -0.839 -1.644 0.176
C: 0.124 0.300 -1.049
H: -1.786 -0.826 -1.550
H: 2.313 1.145 1.170
H: -1.052 -2.723 -0.035
H: 2.050 1.568 -0.405
H: -2.341 0.120 0.958
H: 0.886 1.869 0.925
H: -0.334 1.273 -1.125
H: 0.521 0.155 -2.147
H: 0.429 -0.829 2.001

Properties
HOMO level: -13.2 eV
SMILES string: CN1C[N@@H+]2[C@@H]3[C@H]1[C@@H]32
E_LUMO: -3.05 eV
ΔE to the lowest compared entry with this formula, charge and spin: 5.854 eV
charge: +1
gap between HOMO and LUMO: 10.180 eV



8.
The following is a DFT calculation (ωB97M-V with the def2-TZVPD basis set) of 2 unconnected molecules or ions with the total composition C3H10NPSi at a distorted geometry.

Positions of all 16 atoms, in Å:
P: -3.622 1.140 0.613
Si: 0.149 -0.616 -0.261
N: -4.514 1.213 -0.677
C: 1.953 -0.478 0.312
C: -0.513 0.991 -1.056
C: -0.949 -1.772 0.859
H: -1.648 0.899 -0.957
H: 2.243 -1.053 1.320
H: -1.035 -2.811 0.510
H: -0.101 1.793 -0.399
H: -1.864 -1.326 0.882
H: -0.113 1.094 -2.101
H: -0.488 -1.973 1.868
H: 2.227 0.585 0.263
H: -4.853 2.124 -1.012
H: 2.624 -0.922 -0.549

Properties
HOMO level (spin up / spin down): -7.8 / -6.1 eV
E_LUMO (spin up / spin down): -0.61 / -0.63 eV
ΔE to the lowest compared entry with this formula, charge and spin: 3.468 eV
gap between HOMO and LUMO (spin up / spin down): 7.197 / 5.485 eV



9.
The following is a DFT calculation (ωB97M-V with the def2-TZVPD basis set) of 6 unconnected molecules or ions with the total composition C23H53F3O15PS5 at a distorted geometry.

Positions of all 100 atoms, in Å:
S: 5.408 -0.837 -6.054
S: -3.011 1.683 2.688
S: -5.131 3.911 -3.973
S: -2.579 -2.984 7.004
S: 0.226 -3.095 -2.590
P: 2.020 0.182 3.734
F: 4.805 2.315 -0.477
F: 2.252 2.755 -0.083
F: 4.563 0.213 -0.008
O: -0.629 -4.237 -2.468
O: 1.089 -3.213 -3.926
O: 5.272 0.394 -5.059
O: -1.649 1.753 2.276
O: -4.907 3.917 -2.562
O: 4.258 -1.674 -5.905
O: -3.969 0.909 1.957
O: 1.104 -2.705 -1.538
O: -4.799 5.361 -4.549
O: -2.853 -4.557 7.044
O: -3.571 3.175 2.860
O: -4.530 2.924 -4.812
O: -3.835 -2.300 6.919
O: 6.728 -1.379 -5.966
O: -1.529 -2.716 6.081
C: 1.723 0.366 -0.231
C: 3.525 -0.215 4.768
C: -2.826 -5.233 4.683
C: -0.751 -1.712 -3.075
C: 5.277 0.078 -7.555
C: 1.850 -5.550 -3.965
C: 2.329 -0.601 2.115
C: 2.699 1.486 -0.150
C: 1.920 2.028 3.489
C: 3.979 1.342 -0.191
C: -3.083 1.214 4.383
C: -3.455 4.061 1.735
C: -1.946 -2.825 8.640
C: 2.233 -4.083 -3.903
C: -3.621 -5.130 5.971
C: 6.321 -0.367 -2.960
C: -6.864 3.937 -4.289
C: -2.410 5.256 -5.119
C: 5.065 0.121 -3.650
C: 1.221 -0.187 1.120
C: -4.452 3.745 0.636
C: 3.339 -1.627 5.348
C: -3.494 5.908 -4.282
H: 7.148 0.322 -3.135
H: -3.642 5.063 2.122
H: 6.149 -0.455 -1.887
H: -2.805 0.163 4.441
H: 2.231 2.327 2.482
H: 2.535 2.528 4.245
H: -3.400 -5.768 3.925
H: 2.842 -3.870 -3.022
H: -4.406 4.499 -0.149
H: -4.100 1.350 4.744
H: 4.285 0.519 -7.615
H: -3.557 6.968 -4.524
H: 2.172 -0.411 -0.845
H: -2.432 4.046 1.354
H: -2.734 -3.060 9.351
H: 2.828 -3.822 -4.777
H: -2.277 4.209 -4.850
H: -1.268 -1.954 -4.000
H: 2.743 -6.170 -4.053
H: 6.626 -1.344 -3.335
H: -5.466 3.709 1.037
H: 4.747 1.064 -3.207
H: 2.458 -1.640 5.995
H: -2.382 1.821 4.949
H: -4.247 2.777 0.182
H: -4.540 -4.558 5.824
H: 4.244 -0.587 -3.526
H: 0.839 0.751 -0.762
H: -1.886 -5.757 4.853
H: 4.439 -0.238 4.158
H: 3.686 0.521 5.562
H: -1.458 5.766 -4.970
H: 4.202 -1.881 5.970
H: -1.100 -3.498 8.754
H: -2.671 5.290 -6.178
H: 6.048 0.844 -7.566
H: -1.620 -1.793 8.760
H: 0.909 2.403 3.638
H: 1.312 -5.858 -3.069
H: -1.471 -1.531 -2.279
H: 0.634 -1.085 0.886
H: 0.533 0.514 1.608
H: -7.025 4.126 -5.348
H: -0.103 -0.849 -3.201
H: 5.432 -0.621 -8.375
H: -2.582 -4.248 4.287
H: 2.199 -1.670 2.318
H: -3.269 5.831 -3.217
H: -7.325 4.709 -3.678
H: -7.255 2.957 -4.022
H: -3.909 -6.126 6.306
H: 3.179 -2.348 4.549
H: 1.197 -5.740 -4.818

Properties
HOMO level: -1.1 eV
E_LUMO: 1.70 eV
ΔE to the lowest compared entry with this formula, charge and spin: 0.721 eV
charge: -1
gap between HOMO and LUMO: 2.803 eV



10.
The following is a DFT calculation (ωB97M-V with the def2-TZVPD basis set) of a single C5H7ClO2 molecule at a distorted geometry.

Positions of all 15 atoms, in Å:
Cl: 1.604 -1.935 -0.191
O: -1.339 -2.416 0.265
O: -2.722 -0.884 -0.396
C: 1.975 0.661 -0.053
C: -1.589 -1.212 -0.147
C: -1.063 1.303 0.055
C: -0.488 -0.130 -0.111
C: 0.830 -0.324 -0.154
H: 2.617 0.367 0.873
H: 1.580 1.615 0.104
H: -0.511 2.017 -0.585
H: -0.421 -2.628 0.454
H: -1.035 1.629 1.103
H: -2.103 1.249 -0.343
H: 2.666 0.687 -0.874

Properties
HOMO level: -10.0 eV
SMILES string: C/C(Cl)=C(\C)C(=O)O
E_LUMO: 0.54 eV
ΔE to the lowest compared entry with this formula, charge and spin: 0.155 eV
gap between HOMO and LUMO: 10.560 eV



11.
The following is a DFT calculation (ωB97M-V with the def2-TZVPD basis set) of a molecular structure, C27H24AsBrNO2SW.

Positions of all 58 atoms, in Å:
W: 0.956 0.350 -0.287
Br: -0.204 6.490 -2.843
As: -1.936 -0.769 -2.395
S: -0.813 -0.684 0.739
O: 2.737 -0.401 -0.144
O: 4.675 -1.204 0.571
N: 1.374 1.352 1.613
C: 0.529 2.248 -1.019
C: -1.610 -2.025 -5.052
C: -0.903 -2.268 -0.114
C: 1.601 3.082 -1.361
C: -2.099 -2.593 -6.219
C: 3.781 -0.431 0.724
C: -1.367 -2.378 -1.426
C: 2.361 0.691 2.513
C: 0.094 4.784 -2.097
C: 1.127 1.361 -4.321
C: -0.080 0.898 -3.844
C: -2.491 -1.569 -4.075
C: 2.301 -0.294 -3.039
C: 2.326 0.773 -3.910
C: -3.468 -2.713 -6.414
C: -0.991 3.993 -1.744
C: 1.070 -0.789 -2.562
C: -1.043 -4.771 -1.274
C: -0.583 -4.643 0.027
C: -4.351 -2.259 -5.445
C: -1.434 -3.648 -1.991
C: -3.864 -1.682 -4.281
C: 1.393 4.341 -1.905
C: 3.722 0.583 1.846
C: -0.774 2.734 -1.211
C: -0.132 -0.189 -2.962
C: -0.514 -3.388 0.612
H: 2.628 2.744 -1.232
H: -4.557 -1.316 -3.532
H: -1.801 -3.764 -3.002
H: -1.997 4.360 -1.893
H: -5.418 -2.347 -5.598
H: 4.020 1.556 1.441
H: 0.494 1.463 2.116
H: 2.228 4.973 -2.179
H: 1.965 -0.294 2.763
H: -1.104 -5.748 -1.735
H: -3.847 -3.157 -7.325
H: 4.474 0.304 2.581
H: -1.632 2.118 -0.962
H: -1.001 1.373 -4.164
H: -0.283 -5.516 0.591
H: 1.051 -1.726 -2.007
H: 2.443 1.265 3.436
H: -1.410 -2.945 -6.977
H: -0.539 -1.944 -4.907
H: 3.218 -0.772 -2.719
H: 1.146 2.192 -5.014
H: -0.167 -3.275 1.631
H: 3.269 1.146 -4.286
H: 1.681 2.303 1.408

Properties
HOMO level (spin up / spin down): -11.0 / -11.4 eV
E_LUMO (spin up / spin down): -3.68 / -3.90 eV
multiplicity: 3
ΔE to the lowest compared entry with this formula, charge and spin: 0.461 eV
charge: +1
gap between HOMO and LUMO (spin up / spin down): 7.322 / 7.548 eV



12.
The following is a DFT calculation (ωB97M-V with the def2-TZVPD basis set) of a single C3H6N2S3 molecule at a distorted geometry.

Positions of all 14 atoms, in Å:
S: 2.744 -1.114 0.533
S: -3.188 0.882 0.526
S: 2.571 1.854 -0.179
N: -1.521 0.605 0.273
N: 1.234 -0.404 0.041
C: -1.178 -0.689 -0.202
C: 0.170 -1.182 0.164
C: 1.167 0.950 -0.191
H: 0.422 -2.226 0.207
H: -1.146 -0.805 -1.283
H: -2.108 -1.336 -0.043
H: 3.599 -0.251 0.136
H: 0.172 1.391 -0.405
H: -2.938 2.325 0.423

Properties
HOMO level (spin up / spin down): -8.3 / -7.0 eV
E_LUMO (spin up / spin down): -0.42 / -1.04 eV
ΔE to the lowest compared entry with this formula, charge and spin: 5.508 eV
gap between HOMO and LUMO (spin up / spin down): 7.893 / 5.915 eV



Number 1: E -86443.5929 eV. Number 2: E -44027.8656 eV. Number 3: E -54064.5239 eV. Number 4: E -7702.4700 eV. Number 5: E -10843.4071 eV. Number 6: E -12499.1409 eV. Number 7: E -8299.8779 eV. Number 8: E -21925.8169 eV. Number 9: E -127035.7484 eV. Number 10: E -21915.5672 eV. Number 11: E -177509.9923 eV. Number 12: E -38689.0427 eV.